Entry one
C52H78O39 | ωB97M-V/def2-TZVPD

The geometry in XYZ format:
```
169
Properties=species:S:1:pos:R:3
C -13.74 -20.36 25.22
C -12.82 -21.37 24.54
C -11.84 -22.08 25.47
O -12.52 -23.29 25.78
C -13.36 -23.55 24.75
O -13.75 -24.64 24.45
O -13.63 -22.44 24.05
H -14.28 -20.79 26.07
H -14.46 -20.01 24.49
H -13.17 -19.49 25.57
H -12.31 -20.81 23.76
H -11.53 -21.42 26.28
H -10.91 -22.32 24.95
C -16.93 -29.27 27.27
C -16.44 -27.86 27.62
C -16.22 -27.63 29.13
O -14.80 -27.66 29.26
C -14.21 -27.61 28.05
O -13.04 -27.69 27.86
O -15.15 -27.60 27.07
H -16.49 -30.04 27.90
H -16.65 -29.43 26.22
H -18.02 -29.32 27.30
H -17.15 -27.16 27.20
H -16.71 -28.33 29.81
H -16.54 -26.61 29.33
C -15.68 -28.81 23.14
C -14.62 -27.73 23.31
C -13.59 -27.76 24.48
O -12.31 -27.65 23.88
C -12.41 -27.92 22.57
O -11.52 -27.87 21.79
O -13.69 -28.07 22.23
H -15.41 -29.70 23.72
H -15.64 -29.14 22.11
H -16.64 -28.37 23.38
H -14.96 -26.70 23.20
H -13.83 -28.59 25.14
H -13.67 -26.86 25.08
C -6.06 -29.49 22.31
C -7.46 -29.68 21.78
C -8.27 -28.39 21.50
O -8.64 -28.52 20.12
C -8.23 -29.71 19.63
O -8.46 -30.08 18.52
O -7.46 -30.35 20.52
H -5.69 -30.48 22.59
H -6.03 -28.84 23.19
H -5.41 -29.12 21.52
H -8.08 -30.26 22.47
H -7.70 -27.46 21.49
H -9.01 -28.33 22.29
C -11.03 -29.95 26.59
C -11.43 -31.41 26.59
C -11.84 -31.92 28.00
O -13.12 -32.50 27.81
C -13.55 -32.28 26.55
O -14.55 -32.72 26.08
O -12.66 -31.52 25.88
H -11.90 -29.29 26.64
H -10.54 -29.69 25.65
H -10.39 -29.72 27.44
H -10.55 -31.99 26.32
H -11.83 -31.10 28.72
H -11.16 -32.68 28.39
C -13.77 -23.55 20.15
C -15.24 -23.92 20.12
C -15.71 -24.63 21.42
O -16.79 -23.82 21.89
C -16.87 -22.68 21.16
O -17.58 -21.77 21.45
O -15.99 -22.70 20.15
H -13.59 -22.78 20.90
H -13.52 -23.15 19.17
H -13.15 -24.44 20.28
H -15.50 -24.61 19.31
H -15.01 -24.68 22.25
H -16.08 -25.62 21.14
C -10.73 -26.12 18.65
C -9.67 -26.11 17.60
C -9.98 -25.39 16.28
O -8.79 -24.67 15.98
C -7.89 -24.82 16.99
O -6.78 -24.42 16.98
O -8.48 -25.43 18.04
H -11.70 -26.44 18.29
H -10.81 -25.12 19.11
H -10.34 -26.67 19.51
H -9.30 -27.12 17.41
H -10.82 -24.71 16.39
H -10.20 -26.17 15.55
C -19.41 -27.76 24.63
C -20.72 -28.05 25.34
C -21.79 -26.96 25.44
O -22.95 -27.60 24.87
C -22.67 -28.85 24.46
O -23.47 -29.60 24.00
O -21.38 -29.17 24.73
H -18.69 -28.50 24.96
H -18.97 -26.80 24.90
H -19.50 -27.83 23.55
H -20.45 -28.42 26.34
H -21.61 -26.14 24.74
H -22.01 -26.70 26.47
C -9.00 -25.74 24.67
C -8.63 -25.17 23.31
C -9.83 -25.02 22.39
O -9.90 -23.65 22.05
C -9.00 -22.96 22.79
O -9.00 -21.77 22.87
O -8.24 -23.80 23.52
H -9.49 -26.70 24.50
H -9.73 -25.13 25.19
H -8.11 -25.94 25.27
H -7.86 -25.81 22.89
H -10.79 -25.35 22.80
H -9.71 -25.68 21.52
C -18.10 -29.72 18.40
C -16.74 -30.35 18.09
C -15.65 -29.81 19.03
O -15.08 -31.00 19.60
C -15.70 -32.09 19.09
O -15.41 -33.20 19.40
O -16.72 -31.76 18.29
H -18.35 -29.73 19.47
H -18.90 -30.30 17.94
H -18.06 -28.69 18.06
H -16.54 -30.10 17.05
H -15.97 -29.21 19.88
H -15.00 -29.19 18.41
C -12.13 -29.46 19.38
C -11.81 -30.18 18.10
C -11.68 -31.71 18.20
O -12.63 -32.20 17.29
C -13.39 -31.22 16.79
O -14.41 -31.41 16.20
O -12.96 -30.02 17.21
H -12.82 -30.05 19.98
H -12.59 -28.50 19.14
H -11.21 -29.17 19.87
H -10.97 -29.78 17.53
H -11.91 -32.02 19.23
H -10.66 -32.07 18.06
C -13.25 -34.16 23.55
C -13.40 -33.29 22.34
C -14.18 -32.00 22.63
O -13.12 -31.06 22.80
C -11.94 -31.58 22.42
O -10.91 -30.98 22.41
O -12.09 -32.85 21.99
H -12.58 -35.00 23.36
H -14.17 -34.56 23.98
H -12.84 -33.57 24.37
H -13.93 -33.89 21.59
H -14.78 -32.20 23.51
H -14.80 -31.69 21.80
C -21.37 -33.50 21.97
C -20.83 -32.20 21.39
C -21.23 -31.04 22.30
O -20.03 -30.37 22.64
C -18.98 -31.12 22.26
O -17.85 -30.80 22.39
O -19.41 -32.24 21.65
H -22.45 -33.43 22.19
H -20.86 -33.88 22.85
H -21.35 -34.32 21.25
H -21.10 -32.14 20.34
H -21.79 -31.34 23.20
H -22.05 -30.36 22.03
```

Output
HOMO-LUMO gap = 10.4587 eV
lowest unoccupied orbital energy = -0.18 eV



Entry two
C52H78O39 | ωB97M-V/def2-TZVPD

The geometry in XYZ format:
```
169
Properties=species:S:1:pos:R:3
C -9.48 14.40 21.45
C -9.03 14.39 20.02
C -8.72 13.00 19.48
O -9.15 13.06 18.12
C -10.07 14.05 18.01
O -10.75 14.21 17.05
O -10.11 14.78 19.13
H -9.27 15.32 22.00
H -9.19 13.52 22.03
H -10.58 14.37 21.48
H -8.20 15.06 19.80
H -9.18 12.16 20.00
H -7.64 12.81 19.53
C -11.75 2.53 17.34
C -12.13 3.94 17.72
C -11.90 5.11 16.76
O -13.17 5.78 16.75
C -14.14 4.97 17.23
O -15.29 5.23 17.27
O -13.59 3.83 17.69
H -12.04 1.81 18.10
H -10.65 2.47 17.31
H -12.10 2.21 16.35
H -11.82 4.15 18.74
H -11.58 4.85 15.75
H -11.20 5.80 17.23
C -14.62 10.64 21.79
C -15.85 9.89 21.34
C -16.90 9.62 22.42
O -17.95 10.54 22.10
C -17.72 11.13 20.90
O -18.51 11.82 20.35
O -16.56 10.68 20.39
H -13.95 9.98 22.35
H -14.85 11.54 22.36
H -14.05 11.00 20.93
H -15.55 8.96 20.87
H -16.56 9.85 23.43
H -17.26 8.58 22.41
C -19.13 7.68 19.30
C -18.07 7.54 18.24
C -18.05 8.66 17.20
O -16.67 9.02 17.11
C -15.98 8.52 18.14
O -14.86 8.77 18.44
O -16.77 7.65 18.80
H -20.12 7.51 18.87
H -19.11 8.71 19.68
H -18.94 7.03 20.15
H -18.11 6.58 17.71
H -18.52 9.58 17.57
H -18.45 8.41 16.23
C -7.40 13.52 13.35
C -6.91 12.96 14.66
C -7.31 11.52 15.04
O -6.14 11.05 15.67
C -5.07 11.79 15.31
O -3.95 11.52 15.59
O -5.48 12.89 14.65
H -6.92 14.49 13.18
H -8.48 13.67 13.38
H -7.19 12.82 12.54
H -7.29 13.59 15.47
H -7.62 10.89 14.20
H -8.13 11.55 15.76
C -11.85 17.57 20.52
C -13.04 16.69 20.84
C -14.12 16.67 19.73
O -14.47 15.30 19.64
C -13.49 14.55 20.19
O -13.34 13.38 19.99
O -12.64 15.32 20.88
H -11.07 17.46 21.27
H -12.17 18.61 20.63
H -11.49 17.37 19.52
H -13.44 17.01 21.81
H -13.75 17.09 18.80
H -14.99 17.23 20.09
C -11.73 10.42 18.42
C -11.86 9.89 17.01
C -11.26 10.77 15.91
O -10.26 9.92 15.33
C -10.28 8.70 15.92
O -9.63 7.79 15.50
O -11.19 8.63 16.89
H -12.21 11.39 18.54
H -10.71 10.44 18.80
H -12.33 9.80 19.08
H -12.91 9.69 16.78
H -10.77 11.60 16.43
H -11.96 11.12 15.16
C -17.07 9.40 13.57
C -15.66 9.16 13.07
C -14.59 9.65 14.09
O -13.75 8.49 14.23
C -14.30 7.41 13.64
O -13.84 6.32 13.68
O -15.40 7.77 12.95
H -17.15 10.46 13.84
H -17.16 8.74 14.43
H -17.82 9.22 12.81
H -15.46 9.64 12.11
H -15.00 9.90 15.07
H -13.93 10.46 13.75
C -13.53 14.13 13.73
C -15.03 14.18 13.69
C -15.61 15.30 12.84
O -16.72 14.67 12.18
C -16.64 13.34 12.32
O -17.35 12.55 11.79
O -15.56 12.99 13.07
H -13.11 14.37 12.75
H -13.12 13.15 13.98
H -13.12 14.88 14.42
H -15.43 14.15 14.71
H -14.95 15.60 12.03
H -15.88 16.14 13.47
C -7.08 5.19 16.00
C -8.42 4.83 15.38
C -8.47 4.98 13.85
O -9.10 3.77 13.41
C -9.10 2.86 14.41
O -9.44 1.73 14.29
O -8.68 3.43 15.56
H -6.88 4.59 16.88
H -7.04 6.24 16.26
H -6.32 5.00 15.24
H -9.23 5.46 15.73
H -7.50 5.11 13.37
H -9.18 5.77 13.59
C -11.46 7.30 22.18
C -12.66 7.55 21.28
C -12.76 6.59 20.07
O -14.06 6.03 20.22
C -14.64 6.42 21.36
O -15.73 6.10 21.71
O -13.82 7.23 22.07
H -11.48 6.35 22.71
H -11.46 8.06 22.96
H -10.51 7.40 21.65
H -12.68 8.61 21.02
H -11.96 5.86 20.18
H -12.71 7.12 19.12
C -6.88 7.44 11.74
C -6.58 8.28 12.97
C -5.44 7.75 13.84
O -4.33 8.58 13.46
C -4.77 9.65 12.78
O -4.13 10.59 12.43
O -6.11 9.56 12.55
H -7.49 6.57 11.99
H -6.03 7.13 11.12
H -7.47 8.06 11.07
H -7.53 8.42 13.51
H -5.22 6.72 13.56
H -5.63 7.83 14.91
C -7.21 9.29 18.51
C -5.74 9.41 18.75
C -5.18 10.83 18.61
O -4.50 11.07 19.84
C -4.72 10.06 20.71
O -4.33 10.07 21.83
O -5.46 9.09 20.15
H -7.46 9.54 17.48
H -7.76 10.06 19.06
H -7.66 8.32 18.75
H -5.15 8.67 18.22
H -5.98 11.56 18.52
H -4.50 10.88 17.76
```

Output
HOMO-LUMO gap = 10.4490 eV
lowest unoccupied orbital energy = -0.12 eV



entry two ends up most stable, edging out the next structure by 37.6 kcal/mol.



Entry one
C2H6O2S2 | ωB97M-V/def2-TZVPD

The geometry in XYZ format:
```
12
Properties=species:S:1:pos:R:3
O -0.47 -2.52 3.23
C -0.90 -1.66 2.53
O -1.05 -1.77 1.19
H -1.28 -0.67 2.82
H -0.68 -2.63 0.93
C 0.65 2.29 -1.70
S 1.37 1.03 -0.59
S 0.97 -0.68 -1.69
H 0.98 3.27 -1.35
H -0.43 2.24 -1.61
H 1.01 2.09 -2.70
H -0.18 -0.99 -1.06
```

Output
HOMO-LUMO gap = 9.6141 eV
lowest unoccupied orbital energy = 0.41 eV



Entry two
C2H6O2S2 | ωB97M-V/def2-TZVPD

The geometry in XYZ format:
```
12
Properties=species:S:1:pos:R:3
O -0.10 4.46 -0.25
C -0.41 3.71 -1.14
O -1.69 3.53 -1.48
H 0.23 2.96 -1.60
H -2.20 4.18 -0.87
C 0.72 -3.72 0.73
S 0.11 -2.29 -0.34
S 0.98 -0.54 0.57
H 1.52 -4.31 0.36
H -0.20 -4.31 0.73
H 0.91 -3.37 1.75
H 0.12 -0.28 1.53
```

Output
HOMO-LUMO gap = 9.5733 eV
lowest unoccupied orbital energy = 0.24 eV



entry one ends up most stable, edging out the next structure by 10.4 kcal/mol.